Here is a structure of composition C11H37BClI2O12 from the OMol25 dataset. Energies are from wB97M-V/def2-TZVPD.

Geometry as XYZ:
```
64
Properties=species:S:1:pos:R:3:nbo_charge:R:1
C 2.9802 2.1586 -0.3747 -0.684
C 2.0739 1.1322 -0.9876 -0.188
I 3.2275 -0.4173 -1.9016 0.036
C 0.7443 1.1251 -1.0224 -0.253
I -0.0176 2.9006 -0.0834 0.042
B -0.3220 0.0627 -1.6920 0.280
C -0.0440 -1.5154 -1.3066 -0.667
C 0.5233 -1.8831 0.0521 -0.066
O 0.0231 -1.0443 1.1244 -0.777
C -0.1615 0.1855 -3.3463 -0.638
C -0.5599 1.4861 -3.9913 -0.057
O 0.4057 2.5399 -3.7001 -0.531
C -0.1268 3.7570 -3.6897 0.664
O 0.3292 4.6992 -4.2898 -0.590
C -1.9510 0.3369 -1.4068 -0.672
C -2.6071 -0.2976 -0.1932 -0.095
C -4.1116 -0.5452 -0.4085 -0.633
Cl -2.5058 0.7442 1.3160 -0.182
H 2.7682 2.2799 0.6837 0.225
H 2.7970 3.1008 -0.8835 0.228
H 4.0256 1.9075 -0.5002 0.232
H 0.6309 -1.9338 -2.0563 0.224
H -0.9664 -2.0896 -1.4341 0.197
H 1.6131 -1.8721 0.0755 0.157
H 0.2376 -2.9056 0.3023 0.170
H 0.7786 -0.6938 1.6010 0.475
H 0.8397 -0.0683 -3.7022 0.209
H -0.8324 -0.5700 -3.7702 0.204
H -1.5570 1.8212 -3.6914 0.167
H -0.5763 1.4008 -5.0808 0.166
H -1.0095 3.8689 -3.0472 0.100
H -2.4606 -0.1328 -2.2554 0.210
H -2.2647 1.3842 -1.4403 0.209
H -2.1839 -1.2579 0.0690 0.205
H -4.2392 -1.5567 -0.7908 0.226
H -4.6573 -0.5056 0.5302 0.213
H -4.5181 0.1828 -1.1053 0.199
O 2.0465 -4.1462 -2.0173 -0.947
H 2.4889 -3.2896 -2.0769 0.474
H 2.1549 -4.4083 -1.0976 0.471
O -2.3653 -2.6354 2.2588 -0.974
H -1.9324 -1.7910 2.0601 0.509
H -2.1047 -2.8161 3.1663 0.468
O -4.6741 -3.8086 0.8964 -0.958
H -4.8292 -4.7330 1.1047 0.455
H -4.1241 -3.4772 1.6230 0.497
O 5.6813 0.9956 1.1898 -0.935
H 5.3513 0.0920 1.2209 0.475
H 6.0958 1.1340 2.0454 0.462
O -0.2553 1.7064 3.5539 -0.979
H 0.1886 2.4076 3.0603 0.478
H -0.7763 1.2556 2.8703 0.497
O 2.7449 0.6660 3.6611 -0.957
H 3.0427 1.0770 4.4766 0.461
H 1.8435 0.9968 3.5475 0.490
O 3.5572 5.0077 0.3882 -0.925
H 3.9361 5.4904 1.1291 0.462
H 3.7791 5.5482 -0.3768 0.468
O 1.1085 -4.6535 2.0016 -0.942
H 0.1811 -4.6765 2.2574 0.475
H 1.5044 -4.0108 2.5975 0.469
O -3.8109 -0.2669 4.3314 -0.952
H -3.4474 0.3086 5.0106 0.462
H -3.7103 0.2419 3.5154 0.485
```

Results
- gap between HOMO and LUMO (Eh) = 0.2697
- charge = -1

---

Here is a cluster of 2 separate species, C27H31BrN4O4 in total from the OMol25 dataset. Energies are from wB97M-V/def2-TZVPD.

Geometry as XYZ:
```
67
Properties=species:S:1:pos:R:3:nbo_charge:R:1
O -4.6048 4.3735 3.4419 -0.665
O 2.5289 -5.8844 0.6178 -0.537
O -1.3807 1.6896 4.7766 -0.637
Br 4.7867 -1.3939 2.9392 0.061
O 2.7415 -3.2699 -2.4765 -0.529
C -3.5007 4.8315 3.1731 0.682
C 2.5659 -5.0767 -0.3035 0.566
C -2.4408 2.0550 4.2758 0.657
C -2.3893 3.1092 -0.1481 -0.025
C -1.3675 2.5038 0.5046 -0.125
C 1.8096 1.8289 -1.6266 -0.235
C 1.3436 2.4128 -2.8188 -0.214
C 4.1821 -1.1615 0.1405 -0.192
C 3.7082 -1.6078 -1.0958 -0.280
C 3.5858 -3.2870 1.1252 -0.146
C 0.9949 1.7978 -0.4769 -0.215
C 0.0554 2.9706 -2.8675 -0.252
C 4.1223 -2.0012 1.2545 -0.116
C 3.1670 -2.8868 -1.2311 0.428
C 3.1069 -3.7357 -0.1185 -0.263
C -0.3038 2.3540 -0.4895 -0.020
C -0.7452 2.9347 -1.7169 0.129
N -2.0220 3.3754 -1.4515 -0.534
N -3.5939 2.0581 4.9538 -0.608
N -0.0318 -3.1592 -4.5305 -0.641
N -2.4638 4.0647 2.8427 -0.599
C -3.2657 6.3233 3.1992 -0.706
C -3.7595 1.5750 6.3224 -0.414
C 2.1312 -5.5231 -1.6879 -0.517
C -0.0768 -2.6586 -3.1472 -0.219
C 1.2778 -3.6614 -4.9729 -0.218
C 0.3623 -3.7710 -2.1929 -0.447
C 1.7307 -4.7813 -4.0360 -0.422
C 1.7576 -4.3187 -2.5693 0.280
C -1.3606 2.0644 1.9447 -0.409
C -2.4957 2.5971 2.8379 -0.124
H -3.3474 3.3597 0.2917 0.220
H 2.8037 1.4063 -1.5918 0.207
H 1.9779 2.4334 -3.6949 0.214
H 4.6054 -0.1664 0.2414 0.232
H 3.7578 -0.9656 -1.9684 0.231
H 3.5499 -3.9385 1.9956 0.251
H 1.3653 1.3502 0.4342 0.215
H -0.3138 3.4202 -3.7766 0.213
H -2.6266 3.8293 -2.1205 0.409
H -4.3841 2.5076 4.5054 0.427
H -0.3885 -2.4571 -5.1799 0.364
H -1.5853 4.5079 2.6269 0.406
H -4.1510 6.8173 3.5981 0.245
H -2.4109 6.5446 3.8358 0.226
H -3.0756 6.6743 2.1873 0.229
H -2.9112 1.8921 6.9326 0.218
H -3.8080 0.4847 6.3261 0.200
H -4.6777 1.9790 6.7509 0.207
H 1.2842 -6.2090 -1.6026 0.248
H 2.9638 -6.0687 -2.1388 0.240
H -1.0953 -2.3436 -2.8969 0.206
H 0.5773 -1.7859 -3.0371 0.173
H 2.0138 -2.8497 -4.9756 0.171
H 1.2030 -4.0471 -5.9949 0.203
H 0.3633 -3.3885 -1.1683 0.218
H -0.3728 -4.5801 -2.2421 0.220
H 2.7262 -5.1211 -4.3374 0.216
H 1.0436 -5.6270 -4.1400 0.219
H -1.3967 0.9741 1.9598 0.235
H -0.4057 2.3642 2.3795 0.229
H -3.4404 2.2620 2.4085 0.216
```

Results
- gap between HOMO and LUMO (Eh) = 0.2976
- SMILES = CNC(=O)[C@H](Cc1c[nH]c2ccccc12)NC(C)=O.O=C1CC2(CCNCC2)Oc2ccc(Br)cc21

---

Here is a structure of composition C31H16Cl5MoNO6S5 from the OMol25 dataset. Energies are from wB97M-V/def2-TZVPD.

Geometry as XYZ:
```
65
Properties=species:S:1:pos:R:3:nbo_charge:R:1
Mo -0.2034 -0.1563 -2.0886 1.102
Cl 5.2104 4.1883 -2.4548 -0.015
C 4.0728 2.9475 -1.9972 -0.101
C 4.3914 2.1024 -0.9246 -0.095
Cl 5.8148 2.4306 0.0383 -0.027
C 3.5371 1.0749 -0.5600 -0.198
Cl 3.7425 0.2204 0.8547 0.026
C 2.3889 0.8048 -1.2076 0.323
O 1.5650 -0.1382 -0.8487 -0.749
C 2.0639 1.5769 -2.3806 0.294
O 1.0173 1.2375 -3.0497 -0.658
C 2.9336 2.6422 -2.7366 -0.149
Cl 2.6809 3.3024 -4.3079 -0.005
O 0.8453 -3.4455 -8.2645 -0.613
C 0.6632 -2.9581 -7.1786 0.201
S 1.4730 -3.3974 -5.6740 0.312
C 0.7607 -2.1223 -4.6952 -0.407
C -0.1331 -1.3051 -5.2494 -0.399
S -1.2204 -0.2801 -4.3738 -0.040
S -0.4695 -1.5785 -6.9563 0.277
S 0.9946 -2.1546 -2.9918 -0.113
S -2.8327 -3.1937 0.5206 0.323
C -1.1208 -3.6083 0.8367 -0.196
C -0.6041 -4.6501 1.6248 -0.228
C 0.7709 -4.7579 1.7977 -0.230
C 1.5625 -3.8855 1.0456 -0.206
C 1.0859 -2.9451 0.1789 -0.205
C -0.2863 -2.7002 0.1738 0.204
N -0.9755 -1.7552 -0.6021 -0.473
C -2.2399 -1.8195 -0.4271 0.230
C -3.1057 -0.8336 -1.1459 -0.194
C -4.4714 -0.7322 -0.9787 -0.189
C -5.1622 0.3195 -1.5765 -0.248
C -4.4669 1.2204 -2.4162 -0.218
C -3.1063 1.1087 -2.5335 -0.223
C -2.3554 0.0508 -1.9243 -0.082
H -1.2905 -5.3885 2.0179 0.204
H 1.1418 -5.4862 2.4660 0.204
H 2.6090 -3.8969 1.1744 0.205
H 1.7528 -2.2912 -0.3401 0.271
H -5.0434 -1.4665 -0.4203 0.200
H -6.3096 0.3288 -1.6269 0.191
H -5.0152 1.8677 -3.0869 0.198
H -2.6313 1.8704 -3.2071 0.221
C -0.6547 3.9004 5.1299 -0.623
C -0.2121 2.4547 4.8550 -0.083
C -0.0351 1.5232 5.9008 -0.218
C 0.5315 0.2298 5.6984 -0.097
Cl 0.6845 -0.7813 7.0664 -0.029
C 0.8756 -0.1370 4.4617 -0.220
C 0.6491 0.6787 3.3448 -0.297
C 0.0894 1.9485 3.5439 0.410
O -0.3316 2.7030 2.5547 -0.507
C 0.1735 2.4402 1.1984 -0.195
C -0.6657 1.3911 0.4404 0.780
O -1.3238 0.5806 1.0747 -0.684
O -0.5836 1.5339 -0.8213 -0.718
H -0.8300 4.0025 6.2175 0.201
H -1.4708 4.3091 4.5857 0.224
H 0.1466 4.6119 4.8374 0.215
H -0.2028 1.7918 6.9347 0.199
H 1.1354 -1.1616 4.2937 0.217
H 0.6946 0.1718 2.3482 0.267
H 1.2310 2.0729 1.1553 0.218
H 0.0645 3.3884 0.6758 0.212
```

Results
- expectation value of S² = 2.020
- gap between HOMO and LUMO (alpha / beta) (Eh) = 0.2014 / 0.2145
- charge = -2
- ΔE to the lowest compared entry with this formula, charge and spin (kJ/mol) = 82.3
- multiplicity = 3

---

Here is the ion C8H8NS with charge +1 from the OMol25 dataset. Energies are from wB97M-V/def2-TZVPD.

Geometry as XYZ:
```
18
Properties=species:S:1:pos:R:3:nbo_charge:R:1
C -0.7853 0.9062 -2.0027 -0.177
C 0.4762 1.2161 -2.3900 -0.143
C -1.1884 0.1409 -0.8540 -0.231
C 1.7133 0.8748 -1.7389 -0.297
C -0.4097 -0.0378 0.1954 0.195
C 1.8078 0.4546 -0.4951 -0.108
C -0.8789 -0.2855 2.4771 -0.015
C 1.2078 -1.0437 1.5740 -0.335
N -0.1272 -0.4581 1.4137 -0.319
S 2.5039 0.1452 0.9689 0.479
H -1.5821 1.1650 -2.6853 0.242
H 0.5963 1.7291 -3.3333 0.242
H -2.1661 -0.3344 -0.9106 0.244
H 2.6081 0.9265 -2.3586 0.265
H -0.4772 -0.4499 3.4599 0.220
H -1.9014 0.0279 2.3680 0.226
H 1.4168 -1.2637 2.6229 0.253
H 1.2730 -1.9589 0.9762 0.260
```

Results
- gap between HOMO and LUMO (alpha / beta) (Eh) = 0.2397 / 0.2446
- charge = +1
- ΔE to the lowest compared entry with this formula, charge and spin (kJ/mol) = 358.9

---

Here is a cluster of 2 separate species, C9H16NO4P in total from the OMol25 dataset. Energies are from wB97M-V/def2-TZVPD.

Geometry as XYZ:
```
31
Properties=species:S:1:pos:R:3:nbo_charge:R:1
C 1.7686 3.0097 1.0814 -0.414
C 2.0918 2.7220 -0.2110 -0.264
C 1.9618 1.3641 -0.7816 0.579
C 1.1867 -1.9334 1.9963 -0.619
C -2.2325 -0.9969 -1.8528 -0.697
C 1.2048 -1.4559 -1.2286 -0.722
C 0.0633 -1.3389 1.0171 -0.432
C -1.6649 -0.0239 -0.8832 -0.688
C 0.7342 -0.5876 -0.0985 0.355
N 1.3259 0.5428 0.1428 -0.695
O -2.3794 2.0092 0.8595 -1.030
O -4.3440 0.8227 -0.2463 -1.194
O 2.6213 1.1486 -1.8046 -0.700
O -2.9871 -0.4159 1.5910 -1.219
P -3.0111 0.5104 0.3524 2.279
H 2.1181 4.0704 1.5877 0.164
H 1.3655 2.1193 1.5602 0.251
H 2.5745 3.4026 -0.9066 0.180
H 1.6336 -2.8199 1.4907 0.171
H 1.8888 -1.1902 2.1550 0.199
H 0.7633 -2.2956 2.9345 0.183
H -1.6713 -0.7948 -2.7601 0.184
H -3.2856 -0.6558 -2.2107 0.211
H -2.0863 -2.0518 -1.4169 0.186
H 0.4123 -2.0035 -1.6268 0.204
H 1.5771 -0.7496 -2.0427 0.245
H 2.1450 -2.0610 -1.0307 0.181
H -0.5546 -0.5922 1.5262 0.253
H -0.4094 -2.2422 0.6246 0.190
H -1.0618 0.8014 -1.3988 0.186
H -1.7489 1.6858 1.5802 0.473
```

Results
- gap between HOMO and LUMO (alpha / beta) (Eh) = 0.1739 / 0.2132
- charge = -2
- ΔE to the lowest compared entry with this formula, charge and spin (kJ/mol) = 260.7

---

Here is a cluster of 2 separate species, C2H2BrFO in total from the OMol25 dataset. Energies are from wB97M-V/def2-TZVPD.

Geometry as XYZ:
```
7
Properties=species:S:1:pos:R:3:nbo_charge:R:1
C 1.4149 -1.1913 0.3540 0.620
C 0.8903 -0.5989 -0.6928 -0.096
O 2.0405 -1.6405 1.2419 -0.420
F -0.4231 -0.5846 -1.0479 -0.312
Br -2.6670 1.8550 1.3770 -0.178
H -2.8201 2.4090 0.1851 0.178
H 1.5645 -0.2487 -1.4173 0.209
```

Results
- gap between HOMO and LUMO (Eh) = 0.3425
- SMILES = O=C=CF.Br
- ΔE to the lowest compared entry with this formula, charge and spin (kJ/mol) = 105.6

---

Here is a cluster of 7 separate species, C26H68BI2NO22P2S6 in total from the OMol25 dataset. Energies are from wB97M-V/def2-TZVPD.

Geometry as XYZ:
```
128
Properties=species:S:1:pos:R:3:lowdin_charge:R:1
C -2.4327 5.9933 -1.3341 -0.083
O -1.0515 5.7105 -1.4117 -0.224
C -0.4722 5.2677 -0.1608 -0.244
B 0.2807 6.5486 0.4938 -0.524
C 1.2062 7.5552 -0.2592 -0.022
O -0.0466 6.8367 1.8137 0.106
C 0.2358 3.9159 -0.4119 -0.598
N -0.8584 2.9004 -0.5711 -0.215
P -0.6506 1.3520 -1.1763 0.612
O -1.6768 0.3911 -0.7029 -0.430
C 1.0473 3.4701 0.8294 -0.663
I 2.9689 4.4602 0.8437 1.184
C 0.4628 3.6513 2.2405 -0.788
C 1.4222 3.1349 3.3290 -0.231
I -1.4242 2.6451 2.5971 0.910
P 1.0180 3.9315 -2.1632 0.924
C 2.4793 2.8171 -2.0357 -0.319
O 1.8245 5.3696 -2.2888 -0.334
H -2.6516 6.7359 -0.5559 0.097
H -3.0274 5.0943 -1.1278 0.091
H -2.7351 6.4014 -2.2975 0.096
H -1.3022 5.0056 0.5171 0.108
H 0.6129 8.0794 -1.0196 0.079
H 2.0327 7.0780 -0.7816 0.027
H 1.5983 8.3021 0.4334 0.070
H -0.9891 6.8084 2.0102 0.109
H -1.6388 3.3312 -1.0612 0.080
H 0.6443 1.0413 -0.7361 0.002
H -0.6186 1.3654 -2.5841 0.015
H 1.3092 2.4171 0.7141 0.051
H 0.2529 4.6976 2.4342 0.040
H 2.0282 2.3048 2.9584 0.070
H 0.8674 2.7747 4.1935 0.033
H 2.0747 3.9366 3.6728 0.051
H 2.5775 2.2915 -2.9884 0.038
H 2.4144 2.0783 -1.2354 0.008
H 3.3765 3.4112 -1.8553 -0.021
H 1.3186 5.9447 -2.8762 0.056
O 2.8553 -2.9416 -0.5597 -0.278
S 2.5186 -2.0568 0.5178 0.562
O 2.5901 -0.6388 0.3077 -0.297
O 3.4041 -2.4173 1.7871 -0.275
C 4.8450 -2.4680 1.5946 -0.253
C 5.4772 -1.0937 1.5665 -0.065
C 0.9515 -2.4780 1.1874 -0.096
H 5.0577 -3.0322 0.6848 0.111
H 5.2010 -3.0481 2.4445 0.124
H 5.1853 -0.5330 0.6816 0.054
H 6.5629 -1.1951 1.5658 0.087
H 5.1811 -0.5166 2.4421 0.092
H 0.9314 -3.5471 1.3910 0.069
H 0.2095 -2.2101 0.4359 0.080
H 0.7974 -1.8969 2.0930 0.083
O 5.6483 3.4602 -1.0671 -0.337
S 6.4901 2.3107 -1.2344 0.558
O 6.9046 1.5810 -0.0742 -0.274
O 7.7578 2.7228 -2.0938 -0.261
C 8.4898 3.9067 -1.6736 -0.241
C 9.3934 3.6339 -0.4929 -0.070
C 5.7628 1.2032 -2.3895 -0.112
H 7.7725 4.7013 -1.4669 0.112
H 9.0605 4.1850 -2.5569 0.122
H 8.8197 3.4248 0.4085 0.073
H 10.0188 4.5092 -0.3125 0.083
H 10.0375 2.7779 -0.6932 0.085
H 5.4853 1.7592 -3.2808 0.077
H 4.8810 0.7878 -1.9031 0.069
H 6.4792 0.4182 -2.6174 0.078
O -3.6047 3.3817 8.0194 -0.276
S -2.8519 4.0289 6.9860 0.554
O -1.5913 3.4831 6.5865 -0.292
O -2.6638 5.5601 7.3750 -0.269
C -2.1514 5.8465 8.7029 -0.247
C -0.6541 5.6558 8.7950 -0.072
C -3.8632 4.2792 5.5702 -0.135
H -2.6883 5.2281 9.4228 0.112
H -2.4307 6.8845 8.8715 0.121
H -0.3796 4.6070 8.6978 0.073
H -0.3062 6.0193 9.7629 0.081
H -0.1481 6.2145 8.0078 0.085
H -4.7924 4.7455 5.8858 0.075
H -4.0493 3.2994 5.1359 0.069
H -3.3218 4.9042 4.8651 0.060
O -7.2722 -1.6579 -2.8255 -0.287
S -6.3813 -2.7187 -2.4497 0.563
O -6.5904 -3.3847 -1.1993 -0.279
O -4.8896 -2.1907 -2.5409 -0.268
C -4.5796 -0.9387 -1.8630 -0.244
C -4.3776 -1.1134 -0.3791 -0.084
C -6.2852 -3.9105 -3.7364 -0.133
H -5.3682 -0.2216 -2.0937 0.112
H -3.6580 -0.6021 -2.3320 0.106
H -5.2999 -1.3892 0.1311 0.073
H -3.9963 -0.1788 0.0298 0.062
H -3.6366 -1.8893 -0.1880 0.084
H -6.0890 -3.4007 -4.6751 0.074
H -7.2453 -4.4192 -3.7778 0.068
H -5.4950 -4.6167 -3.4961 0.077
O -7.5878 -5.7958 -6.1627 -0.284
S -8.0377 -6.7173 -7.1660 0.567
O -8.3779 -8.0516 -6.7792 -0.270
O -6.9714 -6.7506 -8.3410 -0.266
C -5.5801 -6.9538 -7.9724 -0.243
C -5.2712 -8.4021 -7.6694 -0.071
C -9.3661 -6.0135 -8.0765 -0.120
H -5.3458 -6.3000 -7.1319 0.110
H -5.0281 -6.6015 -8.8411 0.121
H -5.7679 -8.7343 -6.7595 0.074
H -4.1943 -8.5180 -7.5405 0.083
H -5.5974 -9.0425 -8.4886 0.085
H -9.0811 -5.0160 -8.3983 0.076
H -10.2158 -5.9730 -7.3983 0.078
H -9.5844 -6.6584 -8.9235 0.076
O 1.4193 -6.4082 2.0316 -0.282
S 2.6988 -6.9698 1.7022 0.571
O 2.7528 -8.1706 0.9262 -0.271
O 3.5304 -7.1601 3.0433 -0.265
C 2.8725 -7.8521 4.1383 -0.245
C 2.8643 -9.3520 3.9484 -0.072
C 3.7076 -5.7358 0.9717 -0.121
H 1.8662 -7.4476 4.2491 0.112
H 3.4525 -7.5651 5.0129 0.121
H 2.2263 -9.6447 3.1164 0.074
H 2.4907 -9.8251 4.8575 0.082
H 3.8715 -9.7184 3.7506 0.085
H 3.6681 -4.8579 1.6092 0.047
H 3.2796 -5.5128 -0.0036 0.078
H 4.7206 -6.1162 0.8679 0.084
```

Results
- gap between HOMO and LUMO (Eh) = 0.3220
- SMILES = CO[C@H](B(C)O)[C@](N[PH2]=O)([C@@H](I)[C@H](C)I)P(C)O.CCOS(C)(=O)=O.CCOS(C)(=O)=O.CCOS(C)(=O)=O.CCOS(C)(=O)=O.CCOS(C)(=O)=O.CCOS(C)(=O)=O